{
  "formula": "C12H22Cl3F6N4O4RuSbSi",
  "method": "ωB97M-V/def2-TZVPD",
  "e_homo_ev": [-8.690, -8.924],
  "total_charge": 0,
  "total_energy_ev": -97821.975,
  "relative_energy_ev": 1.913,
  "spin_multiplicity": 5,
  "elements": ["N", "H", "C", "N", "H", "O", "O", "H", "F", "Cl", "H", "H", "Si", "F", "F", "H", "C", "C", "C", "H", "Ru", "C", "H", "Sb", "C", "H", "F", "C", "H", "H", "H", "N", "O", "C", "H", "H", "H", "H", "H", "H", "H", "O", "H", "H", "C", "C", "F", "Cl", "C", "H", "F", "Cl", "N", "C"],
  "positions_angstrom": [[1.64, -1.55, -0.33], [-1.70, 2.28, -0.61], [0.53, 1.20, -2.41], [1.68, -0.60, 2.01], [-3.01, 2.51, -3.19], [-2.67, 0.33, 1.18], [1.64, -0.09, 3.22], [-1.98, -0.92, -2.38], [-1.54, 3.18, 1.69], [-0.74, -3.74, 2.16], [3.04, -4.30, 0.77], [-1.53, 0.32, 4.71], [-1.12, -2.76, 0.28], [2.10, 2.77, 1.73], [0.35, 2.46, 3.38], [1.09, 0.73, 3.12], [2.36, -2.29, 0.61], [-2.10, -0.06, 3.78], [3.29, -3.37, 0.22], [3.12, -3.60, -0.84], [-0.20, -0.50, 0.22], [2.90, -2.47, 3.17], [4.35, -3.22, 0.28], [0.31, 3.32, 1.70], [-1.66, -0.25, 1.48], [-1.62, 3.49, -2.79], [0.44, 4.12, 0.01], [-1.81, 1.65, -1.61], [-2.71, 0.85, 3.55], [-2.72, 1.06, -1.24], [3.87, -2.17, 3.48], [-0.69, 0.65, -1.80], [-1.31, -0.52, 2.76], [-1.73, 0.45, -4.06], [0.97, 1.90, -1.67], [2.79, -3.55, 3.14], [-2.85, 0.46, -4.13], [-0.42, -1.03, -2.97], [-2.80, -0.80, 4.20], [1.22, 0.39, -2.51], [2.23, -2.12, 3.97], [1.71, -1.88, -1.52], [0.59, 1.22, -4.57], [0.55, 2.78, -4.02], [-2.00, 2.43, -2.86], [2.28, -1.78, 1.93], [0.46, 4.88, 2.76], [-0.35, -4.20, -1.03], [-1.17, -0.28, -2.83], [-1.23, 0.00, -4.90], [0.38, 1.66, 0.66], [-3.16, -2.67, -0.17], [-1.26, 1.84, -3.97], [0.17, 1.78, -3.77]]
}

{
  "formula": "C12H22Cl4N2",
  "method": "ωB97M-V/def2-TZVPD",
  "smiles": "CCCC#N.CCCC#N.ClCCCl.ClCCCl",
  "e_homo_ev": -10.755,
  "total_charge": 0,
  "total_energy_ev": -65870.267,
  "relative_energy_ev": 0.692,
  "elements": ["H", "C", "H", "C", "N", "C", "H", "H", "Cl", "H", "Cl", "H", "Cl", "H", "H", "C", "H", "C", "H", "N", "H", "H", "C", "C", "C", "C", "H", "H", "H", "C", "H", "H", "H", "H", "H", "H", "C", "Cl", "H", "C"],
  "positions_angstrom": [[0.35, -5.74, -2.23], [2.61, 4.32, -1.92], [2.64, 5.67, -4.28], [-1.98, -0.15, 0.50], [2.62, -3.61, -1.58], [1.97, 4.78, -4.29], [1.17, -6.34, -0.82], [-1.60, 0.51, -1.53], [-2.05, -1.75, 1.32], [-3.77, 1.21, 5.00], [-1.23, 2.38, 3.89], [1.83, 2.90, -3.36], [-3.10, -0.32, 6.68], [0.70, -5.52, 1.64], [1.10, -3.92, 0.95], [-1.56, -0.43, -0.97], [-0.49, -4.16, 1.75], [-0.35, -4.96, -0.28], [-1.50, 0.14, 4.49], [-0.45, 5.36, -3.57], [-2.29, -1.11, -1.41], [-2.89, 2.00, 6.35], [1.84, -4.44, -1.42], [-2.89, 1.15, 5.67], [0.25, -4.65, 1.11], [-1.55, 1.04, 5.03], [3.09, 3.56, -1.27], [1.69, 4.68, -1.46], [1.97, 4.43, -5.32], [0.62, 5.25, -4.00], [3.48, 3.52, -3.58], [-2.99, 0.22, 0.50], [-1.17, -5.71, -0.24], [3.38, 5.08, -1.96], [-0.77, 1.05, 5.80], [-0.72, -4.00, -0.64], [2.48, 3.79, -3.29], [0.05, -1.26, -1.08], [-1.25, 0.45, 1.07], [0.75, -5.44, -1.25]]
}

{
  "formula": "C12H22ClNa3O16",
  "method": "ωB97M-V/def2-TZVPD",
  "e_homo_ev": -14.248,
  "total_charge": 2,
  "total_energy_ev": -71309.897,
  "relative_energy_ev": 0.000,
  "elements": ["O", "C", "Na", "O", "H", "O", "H", "H", "C", "O", "H", "C", "O", "H", "C", "Na", "C", "H", "C", "O", "O", "C", "O", "O", "C", "H", "H", "H", "O", "H", "Na", "O", "O", "H", "C", "H", "H", "C", "O", "C", "O", "C", "O", "H", "H", "O", "H", "H", "H", "Cl", "H", "H", "H", "H"],
  "positions_angstrom": [[3.85, 10.10, -4.95], [4.23, 2.78, 0.09], [-1.68, 8.77, 0.10], [5.37, 12.90, 3.91], [5.38, 13.67, 2.16], [6.67, 11.28, 3.23], [2.44, 7.76, 5.35], [0.17, 5.28, 1.46], [3.70, 8.05, -1.97], [2.15, 5.14, 1.73], [1.29, 8.81, 4.52], [3.47, 11.36, -5.59], [1.51, 3.68, 0.07], [3.70, 12.22, -4.97], [0.23, 6.67, 6.40], [-1.03, 12.02, 2.76], [0.99, 5.98, 1.53], [3.94, 11.48, -6.57], [5.82, 11.54, 2.08], [4.03, 8.71, -3.25], [6.80, 11.74, 5.41], [3.59, 9.91, -3.63], [1.47, 11.78, 1.40], [2.52, 9.94, 2.42], [6.26, 11.96, 4.31], [2.41, 11.40, -5.82], [3.98, 12.57, 2.54], [4.07, 7.02, -1.93], [0.84, 5.70, 5.85], [6.44, 11.79, 1.22], [2.95, 12.57, -1.20], [2.79, 10.35, 0.14], [-0.91, 6.59, 7.05], [2.63, 7.99, -1.77], [5.06, 12.72, 2.59], [4.14, 3.11, -0.95], [4.30, 1.72, 0.30], [2.35, 4.16, 0.85], [0.47, 8.00, 6.27], [-1.58, 5.34, 7.37], [2.92, 10.71, -2.91], [1.60, 8.45, 5.50], [3.63, 3.72, 0.97], [5.22, 10.63, 2.04], [5.31, 2.89, 0.18], [0.81, 9.49, 0.79], [1.02, 6.53, 0.59], [-1.38, 4.52, 6.68], [-1.42, 5.22, 8.44], [1.90, 10.39, 1.19], [4.18, 8.59, -1.16], [0.85, 6.71, 2.33], [-2.67, 5.37, 7.39], [1.97, 9.31, 6.07]]
}

{
  "formula": "C12H22F11IrN4O5SSb",
  "method": "ωB97M-V/def2-TZVPD",
  "e_homo_ev": [-12.967, -12.962],
  "total_charge": 1,
  "total_energy_ev": -79097.331,
  "relative_energy_ev": 3.432,
  "elements": ["C", "H", "F", "F", "F", "C", "C", "H", "O", "O", "C", "H", "H", "H", "H", "C", "F", "C", "H", "H", "H", "O", "O", "H", "N", "F", "H", "C", "F", "H", "C", "H", "C", "C", "O", "F", "N", "Ir", "H", "H", "H", "N", "C", "S", "H", "Sb", "H", "H", "F", "F", "F", "F", "C", "H", "N", "H", "H"],
  "positions_angstrom": [[2.71, -1.32, -0.78], [1.34, 5.34, 0.75], [-0.22, -2.71, -2.76], [-1.35, 0.60, -2.48], [-2.24, -2.03, -2.39], [0.90, 3.65, -0.52], [0.46, -0.56, 2.87], [3.92, -3.72, -2.10], [-1.10, 1.92, -0.14], [-2.14, -0.14, 3.63], [1.84, 4.48, 0.33], [1.55, -2.77, -1.52], [1.38, 2.76, -0.92], [-1.90, 4.36, -0.87], [2.68, 4.83, -0.27], [-2.93, -0.89, 1.47], [-0.73, -2.65, -0.24], [-2.95, 4.23, 1.02], [-3.71, 4.95, 0.71], [-2.87, -1.10, -0.56], [4.02, -2.18, -3.00], [1.37, 1.58, 3.63], [0.97, 1.32, 1.43], [-2.81, 0.49, -0.07], [-2.49, -0.46, 0.14], [-1.57, -4.94, -1.12], [2.74, -3.37, -3.36], [3.34, -2.92, -2.57], [1.05, -4.59, -0.65], [-2.75, 4.38, 2.08], [1.04, 1.03, 2.63], [0.21, -0.63, 3.94], [-0.51, -0.41, -2.11], [-1.90, -0.52, 2.52], [1.83, -0.75, -0.09], [-0.37, -6.37, 0.99], [-0.62, -0.72, 2.04], [-0.28, -0.36, 0.00], [4.18, -0.18, 0.02], [1.32, -1.17, 2.59], [-3.90, -0.45, 1.74], [3.98, -0.89, -0.66], [-1.70, 4.42, 0.19], [-0.47, 3.07, 0.57], [-3.35, 3.23, 0.86], [-0.55, -4.61, 0.43], [2.24, 3.88, 1.15], [4.75, -1.42, -1.04], [0.69, -0.09, -2.65], [-1.17, -1.39, -4.15], [-2.12, -4.10, 1.38], [0.52, -3.75, 1.77], [-1.04, -1.67, -2.86], [-1.18, 5.35, 0.44], [2.43, -2.30, -1.64], [-3.02, -1.98, 1.50], [0.47, 4.23, -1.33]]
}

{
  "formula": "C12H22IN3PS",
  "method": "ωB97M-V/def2-TZVPD",
  "e_homo_ev": -9.848,
  "total_charge": 1,
  "total_energy_ev": -45487.785,
  "elements": ["P", "H", "S", "H", "H", "H", "I", "H", "C", "C", "N", "N", "H", "H", "H", "N", "H", "H", "C", "H", "H", "C", "C", "H", "H", "H", "H", "C", "H", "C", "H", "H", "C", "C", "H", "C", "H", "C", "H", "C"],
  "positions_angstrom": [[0.93, -2.81, 1.36], [-0.06, 3.33, -1.11], [-0.42, -3.05, 3.09], [3.68, 2.51, -2.69], [1.89, -5.01, 0.75], [0.41, 1.56, 0.88], [-0.79, -0.81, 3.91], [1.45, 2.27, -6.39], [1.99, -1.33, 1.84], [2.98, 2.62, -3.50], [1.93, 3.49, -3.41], [-1.59, 2.03, 1.45], [-3.25, -1.99, 2.87], [-1.78, -4.34, 1.51], [-4.02, -3.33, 2.06], [-2.96, -2.09, 0.79], [3.12, -3.83, 1.15], [2.16, -1.25, 2.92], [1.79, 2.53, -5.40], [-2.35, -4.44, 3.19], [1.49, -0.46, 1.43], [2.16, -4.23, 1.47], [1.20, 3.44, -4.57], [1.73, 4.08, -2.63], [2.28, -4.62, 2.48], [-2.36, -2.61, 0.17], [-3.53, 2.93, 1.46], [2.92, 2.01, -4.72], [3.61, 1.27, -5.09], [-3.09, -2.74, 2.10], [-1.68, 1.44, 2.25], [2.96, -1.49, 1.35], [-0.74, 3.04, -0.33], [-1.97, -3.76, 2.41], [0.32, 4.06, -4.69], [-0.48, 2.13, 0.67], [-2.69, -1.13, 0.88], [-2.07, 3.50, -0.13], [-2.60, 4.22, -0.74], [-2.57, 2.86, 0.97]]
}

{
  "formula": "C12H22K3N5O7",
  "method": "ωB97M-V/def2-TZVPD",
  "e_homo_ev": -12.341,
  "total_charge": 2,
  "total_energy_ev": -83539.044,
  "elements": ["H", "H", "N", "C", "H", "H", "C", "C", "O", "C", "H", "C", "H", "H", "H", "C", "N", "C", "H", "O", "H", "H", "H", "O", "C", "K", "H", "N", "H", "O", "N", "H", "H", "H", "K", "N", "H", "C", "H", "H", "K", "O", "H", "H", "C", "O", "O", "C", "C"],
  "positions_angstrom": [[1.37, 4.54, 4.15], [-3.87, -0.39, 3.63], [-0.40, 0.16, -4.32], [1.11, -3.78, -1.12], [-2.68, -0.67, -0.80], [0.12, -4.03, -0.76], [1.09, 4.46, 0.85], [0.74, -0.32, 0.69], [1.93, -3.51, 1.03], [1.22, 4.39, 3.10], [0.41, -1.37, 0.84], [-3.72, 0.68, 3.52], [-1.19, 0.67, -3.99], [1.41, -4.34, -2.01], [2.54, -1.22, -4.07], [-2.39, -1.70, -0.93], [2.06, -4.12, -0.03], [0.33, 3.41, 1.29], [-3.90, 1.15, 4.49], [-2.03, 1.51, 2.17], [0.84, -0.17, -0.40], [-0.12, 0.28, 1.02], [1.21, 4.74, -0.18], [2.88, -4.98, -0.22], [-0.26, -0.37, -5.56], [3.34, 2.46, 1.18], [-0.10, 2.73, 3.22], [0.40, 3.38, 2.65], [2.45, 5.82, 1.96], [1.91, -0.03, 1.37], [-2.23, -2.29, 0.44], [-4.32, 1.15, 2.75], [-3.17, -2.28, -1.42], [-0.29, 2.67, 0.81], [1.28, -1.01, 4.04], [-2.29, 0.92, 3.19], [1.19, -2.71, -1.30], [1.59, -0.82, -4.37], [1.33, -1.48, -6.51], [0.77, 0.27, -2.57], [4.38, -1.24, 1.24], [-1.68, -3.36, 0.55], [-0.99, -0.19, -6.33], [-1.44, -1.77, -1.44], [0.72, -0.13, -3.57], [-2.72, -1.66, 1.37], [-1.44, 0.51, 3.97], [1.69, 5.05, 2.00], [0.96, -0.98, -5.63]]
}